Molecular formula: C29H48NOP2Pd
Method: DFT, ωB97M-V with the def2-TZVPD basis set

Each line ends with the Löwdin spin population.
Element x y z (Å)
Pd: -0.622 1.545 -2.501  0.477
C: -1.577 -1.032 0.665  0.180
C: -1.690 0.339 0.448  0.336
C: -1.614 -0.748 -1.605  0.305
C: -1.505 -1.690 -0.592  0.178
C: -1.691 0.607 -1.024  0.175
C: -1.685 -1.745 1.964  0.021
H: -1.856 -1.055 2.798  0.000
H: -0.756 -2.305 2.129  0.008
H: -2.521 -2.465 1.942  0.006
C: -1.434 -3.155 -0.786  0.025
H: -1.565 -3.654 0.176  0.000
H: -0.469 -3.478 -1.196  0.010
H: -2.229 -3.504 -1.456  0.007
C: -1.620 -1.088 -3.031  0.060
H: -2.586 -1.501 -3.339  0.021
H: -0.866 -1.852 -3.258  0.010
H: -1.399 -0.192 -3.636  0.004
C: -2.621 1.735 -1.435  0.037
H: -3.644 1.363 -1.586  0.009
H: -2.328 2.271 -2.378  0.016
H: -2.696 2.502 -0.658  0.000
C: -2.079 1.305 1.477  0.053
H: -3.174 1.363 1.586  0.022
H: -1.695 2.305 1.279  0.006
H: -1.679 0.969 2.436  0.004
C: 2.316 0.389 0.959  0.013
C: 1.433 0.546 1.948  0.005
C: 1.145 1.777 2.794  0.002
C: 1.466 3.156 2.153  0.002
C: 0.749 3.284 0.861  0.017
C: 1.246 2.943 -0.314  0.008
C: 2.552 2.344 -0.703  0.039
C: 3.219 1.425 0.335  0.005
H: 1.737 1.676 3.717  0.000
H: 2.552 3.304 2.079  0.000
H: 0.069 1.795 3.068  0.000
H: 3.773 1.996 1.090  0.001
H: 2.411 -0.583 0.464  0.002
H: 1.013 -0.381 2.372  0.001
H: 3.988 0.862 -0.217  0.000
H: 2.428 1.768 -1.637  0.003
H: 0.606 3.050 -1.212  0.002
H: 3.271 3.152 -0.980  0.022
H: 1.093 3.938 2.830  0.000
H: -0.303 3.608 0.911  0.001
P: 4.849 4.488 -1.533  0.334
P: 3.879 5.534 -4.204  0.295
C: 6.009 5.773 -2.317  0.038
C: 5.722 5.877 -3.808  0.008
H: 7.046 5.447 -2.135  0.010
H: 5.846 6.731 -1.794  0.000
H: 5.965 6.874 -4.205  0.006
H: 6.287 5.125 -4.382  0.000
C: 4.095 5.829 -5.992  0.064
H: 3.109 5.832 -6.460  0.001
H: 4.686 5.011 -6.414  0.000
H: 4.598 6.778 -6.199  0.012
C: 3.297 7.216 -3.705  0.030
H: 3.985 7.999 -4.052  0.006
H: 3.190 7.274 -2.614  0.000
H: 2.313 7.365 -4.167  0.001
C: 6.046 3.082 -1.560  0.035
H: 5.613 2.225 -1.023  0.000
H: 6.984 3.393 -1.073  0.009
H: 6.244 2.791 -2.602  0.000
C: 5.045 5.044 0.194  0.056
H: 4.614 6.051 0.284  0.000
H: 6.101 5.075 0.494  0.013
H: 4.491 4.370 0.865  0.001
O: 1.316 -2.845 0.942  0.618
N: 2.256 -3.752 0.974  0.393
C: 2.995 -3.998 -0.154  0.216
C: 4.032 -4.922 -0.126  0.060
C: 4.312 -5.617 1.059  0.374
C: 3.549 -5.353 2.196  0.059
C: 2.510 -4.437 2.136  0.228
H: 2.739 -3.416 -1.038  0.015
H: 4.608 -5.076 -1.031  -0.002
H: 5.119 -6.343 1.090  0.019
H: 3.736 -5.844 3.148  -0.003
H: 1.876 -4.192 2.985  0.014

Atomic forces in eV per Å
Pd 1.853 0.498 -0.280
C -0.152 -1.374 -0.786
C 0.010 0.638 -1.656
C -0.253 1.331 0.239
C 0.107 -0.081 1.583
C -0.924 -0.986 1.538
C 0.071 -0.067 0.193
H 0.098 -0.252 -0.155
H -0.214 0.032 0.143
H 0.330 0.250 0.011
C -0.014 -0.378 0.136
H 0.073 -0.073 -0.188
H -0.149 0.104 0.026
H 0.158 0.033 0.025
C 0.186 0.033 -0.652
H -0.013 0.100 -0.064
H -0.126 0.085 0.051
H -0.277 -0.376 -0.204
C -0.950 -0.277 0.410
H 0.235 0.140 -0.357
H -0.586 0.257 -0.211
H 0.221 -0.175 -0.186
C 0.200 0.236 0.620
H 0.187 -0.042 -0.115
H -0.188 -0.116 0.000
H -0.215 0.179 -0.036
C -0.323 0.055 -0.404
C 0.454 -0.305 0.647
C 0.051 0.138 -0.154
C 0.031 -0.169 0.846
C -0.257 0.176 -0.148
C -0.667 -0.003 -1.545
C 0.504 -0.254 0.328
C 0.612 -0.131 -0.224
H -0.348 0.050 -0.062
H -0.410 -0.039 -0.141
H 0.728 -0.162 0.041
H -0.260 -0.060 -0.080
H -0.187 0.087 0.526
H -0.141 0.414 -0.486
H -0.089 0.161 0.241
H -0.080 0.218 0.260
H -0.087 0.244 0.469
H -0.432 -0.328 0.085
H 0.191 -0.226 -0.057
H 0.688 0.078 -0.103
P 3.112 1.033 -0.021
P 2.551 2.239 0.330
C -0.719 0.098 -0.241
C -0.395 -0.832 -0.004
H -0.430 0.079 0.127
H 0.003 -0.378 -0.258
H -0.146 -0.361 0.005
H -0.039 0.283 0.228
C -0.706 -0.805 -0.479
H 0.138 0.024 -0.228
H -0.141 0.115 -0.058
H -0.105 -0.092 0.302
C -0.797 -0.439 0.264
H -0.137 -0.371 0.000
H -0.047 0.073 -0.280
H 0.128 0.192 0.244
C -0.774 -0.568 -0.276
H 0.291 0.180 -0.202
H -0.408 -0.006 -0.138
H -0.016 0.018 0.359
C -1.092 -0.027 0.480
H 0.111 -0.285 0.088
H -0.236 -0.102 -0.301
H 0.233 0.253 -0.050
O 0.588 -0.549 0.015
N -1.844 1.539 -0.134
C 2.655 -1.300 -2.382
C -1.799 1.886 -0.763
C 1.242 -0.963 -0.151
C -2.176 1.520 0.941
C 1.510 -2.103 2.579
H -0.013 -0.181 0.355
H -0.109 -0.009 0.114
H -0.179 0.152 0.003
H -0.063 0.056 -0.263
H 0.160 -0.026 -0.327

Calculated values
M in g/mol: 595.08
Multiplicity: 6
Strongest force on any atom in eV Å⁻¹: 3.797
Net charge: +2
E in Ha: -2073.48099
Gap between HOMO and LUMO (alpha / beta) in eV: 3.9 / 4.9
HOMO level (alpha / beta) in eV: -9.35 / -13.48

---

Molecular formula: C4H6N2S
Method: DFT, ωB97M-V with the def2-TZVPD basis set

Each line ends with the Mulliken charge.
Element x y z (Å)
C: -0.976 -0.192 -0.222  0.174
C: -0.632 1.199 -0.142  -0.570
C: 0.738 1.227 -0.006  -0.119
C: 1.300 -0.065 -0.025  -0.139
H: -2.878 -0.113 0.493  0.264
H: -2.554 -1.455 -0.744  0.262
H: -1.275 2.091 -0.362  0.326
H: 1.459 2.119 0.162  0.298
H: 3.482 -0.747 1.063  0.126
H: 0.249 -1.947 0.019  0.257
N: -2.196 -0.839 0.071  -0.544
N: 0.206 -0.923 -0.140  -0.078
S: 3.076 -0.356 -0.166  -0.258

Atomic forces in eV per Å
C 1.126 1.015 1.158
C -1.786 -1.193 -0.906
C 4.002 0.849 0.466
C -0.457 1.388 0.377
H 1.264 -2.050 -1.486
H 0.327 1.769 1.972
H 0.521 -1.287 0.627
H -1.685 -1.502 -0.622
H -0.554 0.044 -0.002
H -0.172 1.307 -0.250
N -1.480 0.410 -1.105
N 0.013 -0.544 0.024
S -1.120 -0.206 -0.252

Calculated values
M in g/mol: 114.17
Structure (SMILES): Nc1ccc(S)[nH]1
Strongest force on any atom in eV Å⁻¹: 4.118
E in Ha: -663.67984
Gap between HOMO and LUMO in eV: 8.5
HOMO level in eV: -7.63